Record 1
Entry from the Open Molecules 2025 dataset: an isolated molecule of C2H9P3 in a non-equilibrium geometry (ωB97M-V/def2-TZVPD).

Atoms and positions in Å:
1 C -0.4198 1.5564 1.0232
2 C -1.0373 0.3482 0.3211
3 P 0.4830 -1.1563 0.0153
4 P 1.6516 0.1540 -1.2382
5 P -0.7952 -2.1174 -1.4757
6 H -1.1012 2.0779 1.5858
7 H 0.4402 1.1698 1.6512
8 H 0.0412 2.2170 0.2654
9 H -1.3001 0.4518 -0.8239
10 H -1.8627 -0.0317 0.8891
11 H 1.8045 0.7574 0.1067
12 H 2.8368 -0.7674 -0.8924
13 H -1.7499 -2.5503 -0.5699
14 H -0.1544 -3.4054 -1.5218

Its largest force on an atom is 3.9 eV/Å. As for the gap between HOMO and LUMO: 9.28 eV. The highest occupied orbital energy comes out at -8.3 eV. The total energy is -1105.572053 Ha. The value obtained for the molar mass is 126.0 g/mol. The energy above the lowest of the compared OMol25 structures with the same formula, charge and spin is 8.89 kcal/mol. As for the SMILES: CCP(P)#[PH2]. The LUMO energy is 1.0 eV.

Record 2
Entry from the Open Molecules 2025 dataset: a structure of composition C2HAgFO in a non-equilibrium geometry (ωB97M-V/def2-TZVPD).

Atoms and positions in Å:
1 H 1.4867 0.4467 -0.3724
2 O 0.2090 -0.0934 -1.4054
3 C 0.3146 0.5180 -0.2896
4 C -0.4214 0.0449 0.8156
5 F 0.2332 0.3199 1.9913
6 Ag -1.8220 -1.2362 -0.7394

Its multiplicity is 2. Its largest force on an atom is 5.8 eV/Å. As for the gap between HOMO and LUMO (alpha / beta): 7.14 / 7.87 eV. The highest occupied orbital energy (alpha / beta) comes out at -8.4 / -9.1 eV. The total energy is -398.683942 Ha. The value obtained for the molar mass is 167.9 g/mol. The energy above the lowest of the compared OMol25 structures with the same formula, charge and spin is 0.00 kcal/mol. Its expectation value of S² is 0.764. The LUMO energy (alpha / beta) is -1.3 / -1.2 eV.

Record 3
Entry from the Open Molecules 2025 dataset: a structure of composition C2HAgO3 in a non-equilibrium geometry (ωB97M-V/def2-TZVPD).

Atoms and positions in Å:
1 O 0.0985 -1.9800 -0.4082
2 O 1.0901 1.3251 -0.5071
3 O -0.7781 -0.1306 0.4665
4 C 1.2910 0.1484 -0.8678
5 C 0.1141 -0.7794 -0.3337
6 Ag -0.4665 2.1921 0.7271
7 H -1.3490 -0.7757 0.9231

Its largest force on an atom is 1.4 eV/Å. As for the gap between HOMO and LUMO (alpha / beta): 5.27 / 5.27 eV. The highest occupied orbital energy (alpha / beta) comes out at -7.0 / -7.0 eV. The total energy is -449.371960 Ha. The value obtained for the molar mass is 180.9 g/mol. The energy above the lowest of the compared OMol25 structures with the same formula, charge and spin is 0.00 kcal/mol. The LUMO energy (alpha / beta) is -1.8 / -1.8 eV.

Record 4
Entry from the Open Molecules 2025 dataset: an isolated molecule of C2HBr2FO in a non-equilibrium geometry (ωB97M-V/def2-TZVPD).

Atoms and positions in Å:
1 O 0.9911 0.9596 -1.4709
2 C 0.5302 0.0559 -0.8979
3 C -0.0386 0.0381 0.5923
4 F 0.3382 0.9268 1.5035
5 Br -2.2213 0.7115 0.0855
6 Br -0.1754 -1.6208 1.3664
7 H 0.5758 -1.0711 -1.1789

Its largest force on an atom is 3.8 eV/Å. As for the gap between HOMO and LUMO: 8.90 eV. The highest occupied orbital energy comes out at -10.4 eV. The total energy is -5399.878856 Ha. The value obtained for the molar mass is 219.8 g/mol. The energy above the lowest of the compared OMol25 structures with the same formula, charge and spin is 30.47 kcal/mol. As for the SMILES: O=CC(F)(Br)Br. The LUMO energy is -1.5 eV.

Record 5
Entry from the Open Molecules 2025 dataset: a structure of composition C2HBr2N3 in a non-equilibrium geometry (ωB97M-V/def2-TZVPD).

Atoms and positions in Å:
1 C 0.9049 -0.0001 0.3531
2 C -0.5961 -0.0001 0.2083
3 N 1.4224 0.0002 -0.8056
4 N -0.7300 0.0000 -1.2215
5 N 0.3770 0.0003 -1.7367
6 Br -1.4131 1.6093 0.9633
7 Br -1.4133 -1.6094 0.9632
8 H 1.4482 -0.0002 1.2759

Its largest force on an atom is 1.9 eV/Å. As for the gap between HOMO and LUMO: 9.42 eV. The highest occupied orbital energy comes out at -10.9 eV. The total energy is -5389.024069 Ha. The value obtained for the molar mass is 226.9 g/mol. The energy above the lowest of the compared OMol25 structures with the same formula, charge and spin is 36.93 kcal/mol. The LUMO energy is -1.5 eV.

Record 6
Entry from the Open Molecules 2025 dataset: a structure of composition C2HBr2NO in a non-equilibrium geometry (ωB97M-V/def2-TZVPD).

Atoms and positions in Å:
1 C -1.3364 0.7114 0.1501
2 C 1.2530 -0.2191 -0.3822
3 N -1.5056 -0.3576 -0.4250
4 O -1.4692 1.7388 0.6493
5 Br 2.5773 0.9431 0.5108
6 Br 1.4279 -1.8460 0.4026
7 H -0.9470 -0.9706 -0.9056

Its largest force on an atom is 3.8 eV/Å. As for the gap between HOMO and LUMO: 8.14 eV. The highest occupied orbital energy comes out at -9.9 eV. The total energy is -5354.712760 Ha. The value obtained for the molar mass is 214.8 g/mol. The energy above the lowest of the compared OMol25 structures with the same formula, charge and spin is 54.75 kcal/mol. The LUMO energy is -1.8 eV.

Record 7
Entry from the Open Molecules 2025 dataset: a structure of composition C2HBr2NO in a non-equilibrium geometry (ωB97M-V/def2-TZVPD).

Atoms and positions in Å:
1 C -0.3942 -0.1928 1.5743
2 C 1.7535 -0.2495 0.8748
3 N 0.2924 -0.2103 0.5418
4 O -0.8884 -0.0630 2.6004
5 Br 2.6176 -1.5851 -0.2084
6 Br 2.2197 1.5697 0.3887
7 H 0.0327 -0.2058 -0.3685

Its largest force on an atom is 4.0 eV/Å. As for the gap between HOMO and LUMO: 7.07 eV. The highest occupied orbital energy comes out at -7.9 eV. The total energy is -5354.707904 Ha. The value obtained for the molar mass is 214.8 g/mol. The energy above the lowest of the compared OMol25 structures with the same formula, charge and spin is 57.80 kcal/mol. The LUMO energy is -0.8 eV.

Record 8
Entry from the Open Molecules 2025 dataset: a structure of composition C2HBr3ClF in a non-equilibrium geometry (ωB97M-V/def2-TZVPD).

Atoms and positions in Å:
1 C 1.2920 0.3970 0.0781
2 C -1.1800 -0.4367 -0.0072
3 F 2.2323 -0.5667 -0.1586
4 Cl 1.1723 1.5364 -1.1232
5 Br -1.7389 1.1097 0.8699
6 Br -1.4786 -0.7044 -1.8268
7 Br -1.2355 -1.9932 1.1155
8 H 0.9363 0.6578 1.0523

Its largest force on an atom is 2.1 eV/Å. As for the gap between HOMO and LUMO (alpha / beta): 8.35 / 7.60 eV. The highest occupied orbital energy (alpha / beta) comes out at -8.5 / -8.4 eV. The total energy is -8358.774356 Ha. The value obtained for the molar mass is 319.2 g/mol. The energy above the lowest of the compared OMol25 structures with the same formula, charge and spin is 63.42 kcal/mol. The LUMO energy (alpha / beta) is -0.1 / -0.8 eV.

Record 9
Entry from the Open Molecules 2025 dataset: a cluster of 2 separate species, C2HBrCl2O in total in a non-equilibrium geometry (ωB97M-V/def2-TZVPD).

Atoms and positions in Å:
1 C -1.0675 -0.9710 -0.3288
2 C 1.0572 0.9286 0.6747
3 O -1.0860 -2.0915 -0.7111
4 Cl -2.5834 0.0014 -0.2797
5 Cl 2.5907 0.3785 1.1995
6 Br 1.2363 2.2835 -0.7173
7 H -0.1473 -0.5296 0.1626

Its largest force on an atom is 1.4 eV/Å. As for the gap between HOMO and LUMO: 8.00 eV. The highest occupied orbital energy comes out at -10.0 eV. The total energy is -3646.322549 Ha. The value obtained for the molar mass is 191.8 g/mol. The energy above the lowest of the compared OMol25 structures with the same formula, charge and spin is 64.80 kcal/mol. The LUMO energy is -2.0 eV.

Record 10
Entry from the Open Molecules 2025 dataset: a structure of composition C2HBrClIO in a non-equilibrium geometry (ωB97M-V/def2-TZVPD).

Atoms and positions in Å:
1 C -0.8914 1.9540 0.0856
2 C 1.0104 -1.7367 -0.0196
3 O -1.9853 1.8856 -0.2839
4 Cl 0.1687 3.1078 0.7491
5 Br 0.3558 -0.1157 0.5772
6 I -0.1379 -3.5113 -0.2102
7 H 1.4797 -1.5836 -0.8981

Its largest force on an atom is 3.3 eV/Å. As for the gap between HOMO and LUMO (alpha / beta): 7.24 / 7.61 eV. The highest occupied orbital energy (alpha / beta) comes out at -8.2 / -8.5 eV. The total energy is -3483.794468 Ha. The value obtained for the molar mass is 283.3 g/mol. The energy above the lowest of the compared OMol25 structures with the same formula, charge and spin is 85.87 kcal/mol. The LUMO energy (alpha / beta) is -1.0 / -0.9 eV.

Record 11
Entry from the Open Molecules 2025 dataset: an isolated molecule of C2HBrF2S in a non-equilibrium geometry (ωB97M-V/def2-TZVPD).

Atoms and positions in Å:
1 F 1.0741 1.9549 -0.9721
2 C -0.0898 1.7088 -0.2908
3 F -1.0679 2.3258 -0.9123
4 S -0.1687 1.4994 1.5469
5 C -0.4791 0.3250 0.2214
6 Br -2.4093 -0.0716 -0.0188
7 H 0.0980 -0.4988 0.3988

Its largest force on an atom is 3.6 eV/Å. As for the gap between HOMO and LUMO: 10.21 eV. The highest occupied orbital energy comes out at -10.0 eV. The total energy is -3248.692127 Ha. The value obtained for the molar mass is 175.0 g/mol. The energy above the lowest of the compared OMol25 structures with the same formula, charge and spin is 12.16 kcal/mol. As for the SMILES: FC1(F)S[C@H]1Br. The LUMO energy is 0.2 eV.

Record 12
Entry from the Open Molecules 2025 dataset: a cluster of 2 separate species, C2HBrFN in total in a non-equilibrium geometry (ωB97M-V/def2-TZVPD).

Atoms and positions in Å:
1 C 0.8947 0.9245 0.8994
2 C 0.8660 -0.4618 0.7351
3 N 0.8126 2.0534 1.2206
4 F 2.0068 -1.1162 0.3015
5 Br -2.6287 -2.9071 1.1816
6 H -0.0688 -0.9907 0.7422

Its largest force on an atom is 2.3 eV/Å. As for the gap between HOMO and LUMO (alpha / beta): 10.44 / 5.55 eV. The highest occupied orbital energy (alpha / beta) comes out at -11.9 / -9.7 eV. The total energy is -2805.316032 Ha. The value obtained for the molar mass is 137.9 g/mol. The energy above the lowest of the compared OMol25 structures with the same formula, charge and spin is 53.23 kcal/mol. The LUMO energy (alpha / beta) is -1.5 / -4.2 eV.